57
Properties=species:S:1:pos:R:3:nbo_charge:R:1 method="wB97M-V/def2-TZVPD" homo_lumo_gap_ha="0.140 / 0.186" relative_energy_kj_mol=421.0 s_squared=6.02 spin_multiplicity=5 total_charge=+1 homo_energy_ev="-6.267 / -9.635"
C 0.732 0.326 -4.192 0.10
C 1.258 1.726 -4.323 -0.69
C 1.480 -0.682 -5.025 -0.68
C -0.740 0.310 -4.493 -0.68
H 1.291 -0.497 -6.096 0.21
H 1.152 -1.709 -4.814 0.21
H 2.564 -0.636 -4.876 0.21
H 1.065 2.140 -5.325 0.22
H 2.336 1.778 -4.153 0.21
H 0.762 2.375 -3.589 0.21
H -0.919 0.579 -5.546 0.22
H -1.272 1.039 -3.871 0.20
H -1.192 -0.674 -4.340 0.21
C 2.724 -0.281 -0.065 -0.32
C 3.228 -0.895 -1.244 -0.26
C 3.224 0.088 -2.262 -0.32
H 3.560 -1.923 -1.360 0.25
C 2.708 1.299 -1.706 -0.28
C 2.377 1.065 -0.356 -0.28
H 1.948 1.801 0.317 0.24
H 2.659 -0.749 0.906 0.23
H 3.541 -0.069 -3.283 0.25
H 2.546 2.236 -2.220 0.25
C -0.558 -0.542 -0.280 -0.32
C 0.407 -1.532 0.014 -0.35
C 0.617 -2.336 -1.141 -0.22
H 0.872 -1.658 0.980 0.22
C -0.251 -1.849 -2.147 -0.34
C -0.978 -0.740 -1.612 -0.29
H -1.696 -0.117 -2.128 0.25
H -0.906 0.226 0.405 0.23
H 1.311 -3.166 -1.256 0.24
H -0.315 -2.229 -3.158 0.25
Os 1.184 -0.319 -1.552 0.65
C -1.780 -1.369 4.763 -0.42
N -2.469 -1.133 3.462 -0.35
C -3.679 -1.994 3.328 -0.41
C -2.800 0.338 3.233 -0.24
C -1.527 1.130 3.256 -0.13
C -1.446 2.404 3.872 -0.20
C -0.196 3.020 3.984 -0.21
C 0.941 2.400 3.471 -0.16
C 0.838 1.130 2.826 -0.33
C -0.402 0.581 2.700 0.12
H -2.367 -0.896 5.559 0.23
H -0.771 -0.957 4.721 0.25
H -1.735 -2.453 4.924 0.23
H -1.790 -1.365 2.714 0.44
H -4.404 -1.690 4.091 0.23
H -4.102 -1.854 2.330 0.24
H -3.381 -3.036 3.479 0.24
H -3.314 0.385 2.259 0.24
H -3.512 0.631 4.015 0.23
H -2.356 2.855 4.277 0.23
H -0.117 3.986 4.489 0.24
H 1.918 2.877 3.559 0.24
H 1.733 0.623 2.477 0.25